Density functional theory data (the ωB97M-V functional and the def2-TZVPD basis) for a 6-piece molecular cluster, C11H31Cl4O10P overall.

Last column: Löwdin charge in e.
Cartesian coordinates (Å):
C -0.8391 2.7149 -2.0643  -0.15
O -0.5970 1.6042 -2.8783  -0.29
P 0.1022 1.6830 -4.3093  0.44
O 1.1949 2.6819 -4.3785  -0.24
O 0.5386 0.1355 -4.6900  -0.23
C -0.3771 -0.9430 -4.4748  -0.12
O -1.1750 1.9125 -5.2804  -0.23
C -0.8756 2.0059 -6.6852  -0.11
H -0.3387 3.6008 -2.4552  0.08
H -0.5439 2.5133 -1.0346  0.07
H -1.9039 2.9442 -2.1079  0.07
H -0.9124 -1.1909 -5.3914  0.08
H -1.1237 -0.6509 -3.7363  0.05
H 0.1665 -1.8342 -4.1613  0.09
H -1.2317 1.1668 -7.2829  0.09
H 0.2067 1.9748 -6.8104  0.07
H -1.1732 2.9741 -7.0878  0.09
C -4.5007 2.0547 1.0137  -0.31
C -4.1521 1.4110 -0.3624  -0.23
O -5.3753 0.9933 -0.9949  -0.09
O -4.9449 1.0406 1.8570  -0.11
H -5.2240 2.8552 0.8585  0.11
H -3.6276 2.4876 1.5018  0.08
H -3.5524 0.5363 -0.1108  0.06
H -3.5780 1.9685 -1.1024  0.09
H -5.9775 0.6550 -0.3283  0.07
H -4.1956 0.8509 2.4263  0.06
C 4.5154 -2.2720 2.7978  -0.26
C 4.2224 -1.4708 1.4738  -0.26
O 5.3528 -1.3560 0.6186  -0.07
O 3.4737 -2.2189 3.7339  -0.10
H 5.4362 -2.0134 3.3208  0.11
H 4.6091 -3.3099 2.4782  0.11
H 3.8968 -0.4601 1.7198  0.10
H 3.3616 -1.8845 0.9484  0.09
H 5.9402 -0.7320 1.0512  0.07
H 3.8365 -2.7086 4.4756  0.09
C 0.5354 0.1214 4.2364  -0.32
C 1.2268 1.4746 4.1209  -0.32
O 2.6351 1.2751 4.2619  -0.09
O 0.9837 -0.7611 3.2625  -0.09
H -0.5350 0.1357 4.0311  0.09
H 0.6690 -0.2185 5.2633  0.11
H 0.7916 2.2243 4.7817  0.10
H 0.9694 1.8440 3.1282  0.08
H 3.0805 1.7169 3.5351  0.06
H 1.8634 -0.9864 3.5741  0.03
C -0.6209 -4.7770 1.3814  -0.96
Cl -1.8382 -3.6582 0.6281  0.45
Cl -1.4180 -5.5304 2.8234  0.43
H -0.3328 -5.5112 0.6290  0.02
H 0.2480 -4.2147 1.7233  0.01
C 0.2230 -0.5874 0.1690  -1.00
Cl 1.6569 -0.2066 -0.8286  0.51
Cl -1.1622 -0.6590 -0.9231  0.54
H 0.3086 -1.5424 0.6873  -0.01
H 0.0815 0.1415 0.9670  0.01

Atoms 1-3, force components in eV/Å:
-0.470 1.273 0.078
0.579 -1.366 -1.707
0.275 -0.657 0.469

Expectation value of S²: 0.751
LUMO energy (alpha / beta), Ha: 0.09155 / 0.09139
Net charge: -1
Spin multiplicity: 2
HOMO-LUMO gap (alpha / beta), eV: 1.96 / 9.89